A 2-piece molecular cluster, C4H11NO2 overall at a distorted geometry. Source: the Open Molecules 2025 dataset; level of theory: the ωB97M-V functional and the def2-TZVPD basis.

Properties
Net charge   0
HOMO-LUMO gap   10.523 eV
SMILES   CCCNC=O.O

XYZ file:
```
18
Properties=species:S:1:pos:R:3:lowdin_charge:R:1
H -0.621 2.331 0.944 0.1075
C 0.744 0.755 1.406 -0.2326
H 0.536 -0.454 -0.462 0.1113
H 1.280 -3.464 1.634 0.1555
C 0.949 -2.483 1.038 -0.4293
H 2.102 0.317 -0.390 0.1434
C 0.428 1.977 0.622 -0.1453
H 1.176 2.746 0.504 0.0727
H 0.192 1.812 -0.398 0.0471
H 2.790 -1.468 1.349 0.1577
H -4.607 -0.562 -3.820 0.0625
C 1.298 -0.190 0.292 -0.2028
H -0.081 0.225 1.715 0.0764
H -4.651 1.068 -4.414 0.0927
H 1.630 0.855 2.116 0.1337
O -4.837 0.405 -3.627 -0.1552
N 1.812 -1.466 0.940 0.0015
O -0.141 -2.403 0.552 0.0031
```



One molecule with the formula C4H11NO2 at a distorted geometry. Source: the Open Molecules 2025 dataset; level of theory: the ωB97M-V functional and the def2-TZVPD basis.

Properties
Net charge   0
HOMO-LUMO gap   10.328 eV
SMILES   OCCCNCO

XYZ file:
```
18
Properties=species:S:1:pos:R:3:lowdin_charge:R:1
C -2.226 -0.013 0.529 -0.2447
H 0.035 -0.741 1.703 0.1178
H 3.098 0.235 -0.838 0.1130
H 1.710 1.040 1.240 0.1216
H -0.024 -1.613 0.132 0.1128
H 1.755 1.360 -1.274 0.1070
C 1.998 0.427 -0.793 -0.2415
O 1.566 -0.650 -1.688 -0.0872
H -2.347 -0.106 1.588 0.0975
N -0.845 0.263 -0.038 -0.0479
H 1.695 -0.410 -2.559 0.0347
H 2.340 -0.652 1.062 0.1424
H -0.962 -0.264 -0.984 0.1281
O -3.080 1.107 0.026 -0.1273
C 0.211 -0.643 0.578 -0.2472
H -2.715 -0.878 -0.001 0.1174
H -3.755 1.417 0.685 0.0861
C 1.547 0.121 0.632 -0.1827
```



A 2-piece molecular cluster, C4H11NO2 overall at a distorted geometry. Source: the Open Molecules 2025 dataset; level of theory: the ωB97M-V functional and the def2-TZVPD basis.

Properties
Net charge   0
HOMO-LUMO gap   9.914 eV
SMILES   CCN(C)C=O.O

XYZ file:
```
18
Properties=species:S:1:pos:R:3:lowdin_charge:R:1
H -2.134 -3.579 0.341 0.0395
H -0.228 1.526 -1.203 0.1094
H -1.078 -0.690 -2.093 0.0767
H 1.045 0.407 -1.810 0.1176
H -2.721 -2.505 1.279 0.0376
H -0.588 -1.387 -0.533 0.0450
O 0.903 0.545 2.492 0.0018
O -2.712 -2.809 0.366 -0.0569
H 1.560 2.762 -0.135 0.0919
N 0.955 0.765 0.221 -0.1586
H 2.256 1.931 1.286 0.0829
C 0.268 0.579 -1.065 -0.1968
C -0.851 -0.485 -1.048 -0.0928
H -1.769 -0.027 -0.673 0.0838
H 2.822 1.505 -0.303 0.0894
H -0.201 -0.582 1.247 0.1177
C 1.942 1.818 0.253 -0.0461
C 0.532 0.227 1.376 -0.3421
```



A 2-piece molecular cluster, C4H11NO2 overall at a distorted geometry. Source: the Open Molecules 2025 dataset; level of theory: the ωB97M-V functional and the def2-TZVPD basis.

Properties
Net charge   0
HOMO-LUMO gap   10.310 eV
SMILES   CC(C)NC=O.O

XYZ file:
```
18
Properties=species:S:1:pos:R:3:lowdin_charge:R:1
N -0.174 0.088 -2.238 0.0443
H -0.566 0.556 5.277 0.0301
H -0.320 1.164 1.013 0.0788
H -0.860 -0.181 -2.922 0.1253
H 0.303 -0.691 5.085 0.0303
H 1.189 -0.245 -3.721 0.1267
H 1.198 1.016 0.059 0.0713
O 2.072 0.563 -2.104 0.0135
C 1.091 0.209 -2.717 -0.3689
O -0.022 0.093 4.633 -0.0611
C -0.448 -1.296 -0.235 -0.0659
H -0.790 -1.271 0.802 0.0746
H -1.052 -2.132 -0.599 0.0733
C 0.122 1.131 0.018 -0.0647
H -0.081 2.117 -0.411 0.0850
H 0.606 -1.562 -0.267 0.0833
C -0.601 0.101 -0.831 -0.4097
H -1.668 0.340 -0.840 0.1339
```



A 2-piece molecular cluster, C4H11NO2S overall at a distorted geometry. Source: the Open Molecules 2025 dataset; level of theory: the ωB97M-V functional and the def2-TZVPD basis.

Properties
Net charge   -2
HOMO-LUMO gap   5.372 eV

XYZ file:
```
19
Properties=species:S:1:pos:R:3:lowdin_charge:R:1
H 0.252 1.156 1.426 0.0586
C -0.934 -0.448 1.427 -0.1474
H -1.675 1.930 -0.148 -0.0104
S 3.097 0.417 1.231 -0.0390
H -1.988 1.374 -1.459 -0.0122
O -0.314 -1.938 -1.152 -0.3676
H -0.264 -1.167 1.880 0.0598
C 1.895 -0.598 0.269 -0.7391
H 1.541 -1.465 0.811 0.0288
H 0.793 -0.610 -2.246 0.0702
N -0.242 0.627 0.716 -0.1232
O -2.319 2.059 -0.858 -0.1281
H 1.062 1.108 -0.786 0.1077
H -0.867 -0.046 -1.703 0.0546
H -1.647 -0.923 0.734 0.0694
H -1.590 0.003 2.174 0.0529
H 2.438 -0.991 -0.586 0.0288
C 0.031 -0.670 -1.437 -0.4989
C 0.731 0.182 -0.291 -0.4648
```



A 2-piece molecular cluster, C4H11NO2S overall at a distorted geometry. Source: the Open Molecules 2025 dataset; level of theory: the ωB97M-V functional and the def2-TZVPD basis.

Properties
Net charge   0
HOMO-LUMO gap   9.536 eV
SMILES   N[C@@H](C=O)CCS.O

XYZ file:
```
19
Properties=species:S:1:pos:R:3:lowdin_charge:R:1
H -0.075 0.999 1.107 0.1694
H 0.129 -1.726 1.797 0.0460
C -0.620 0.677 0.131 -0.3423
C 1.745 -0.281 -0.681 -0.6215
H -0.194 -1.338 -0.373 0.0358
H 2.033 0.707 -1.202 0.0860
H 1.923 -1.665 -2.765 -0.0673
H 2.159 -0.109 0.350 0.0753
N -0.571 1.940 -0.754 0.0370
S 2.566 -1.645 -1.451 0.6372
H -0.407 2.831 -0.239 0.0869
H -2.522 -0.415 0.777 0.1089
C 0.116 -0.417 -0.655 -0.2264
H -1.433 1.993 -1.248 0.0450
H 0.419 -1.639 3.350 0.0948
O -0.141 -1.205 2.603 -0.1090
O -2.793 1.378 0.383 0.0438
C -2.017 0.474 0.564 -0.2305
H -0.318 -0.558 -1.695 0.1309
```



A 2-piece molecular cluster, C4H11NO3 overall. Source: the Open Molecules 2025 dataset; level of theory: the ωB97M-V functional and the def2-TZVPD basis.

Properties
Net charge   0
HOMO-LUMO gap   10.845 eV
SMILES   CCO[C@@H](N)O.C=O

XYZ file:
```
19
Properties=species:S:1:pos:R:3:lowdin_charge:R:1
H -1.073 -0.693 -1.992 0.0862
H -3.056 -0.013 1.287 0.0783
O 0.057 0.961 -2.201 -0.0053
C 1.382 0.314 0.678 -0.5382
H 2.324 -1.459 0.480 0.0896
C -0.084 -0.218 -2.062 -0.1507
H -1.171 1.318 0.277 0.1266
O 1.471 1.612 0.248 0.0318
H 0.751 -0.937 -2.099 0.0878
H -2.499 -0.738 -0.236 0.0643
H 1.347 1.647 -0.720 0.0885
N 2.456 -0.493 0.195 0.1011
C -0.995 0.393 0.860 -0.2608
H -0.779 0.655 1.897 0.1207
H -2.010 -1.450 1.309 0.0782
O 0.132 -0.291 0.319 -0.1629
H 2.518 -0.454 -0.817 0.0732
C -2.216 -0.510 0.799 -0.0668
H 1.445 0.354 1.779 0.1583
```



A 2-piece molecular cluster, C4H11NO3 overall at a distorted geometry. Source: the Open Molecules 2025 dataset; level of theory: the ωB97M-V functional and the def2-TZVPD basis.

Properties
Net charge   0
HOMO-LUMO gap   10.452 eV
SMILES   O=CNCCCO.O

XYZ file:
```
19
Properties=species:S:1:pos:R:3:lowdin_charge:R:1
C -0.306 1.338 0.078 -0.1630
H -2.137 0.403 0.514 0.1162
H -0.559 2.386 -0.081 0.1153
H 1.178 -1.582 2.769 0.0298
H -0.776 -1.185 -1.516 0.1447
H 1.239 0.159 -1.024 0.1126
O 1.028 2.084 -1.810 -0.0989
N -1.020 -0.954 -0.569 0.0205
H 2.213 -1.829 1.611 0.0360
H -1.207 -1.699 1.356 0.1356
C -1.448 0.408 -0.333 -0.1863
H -1.990 0.750 -1.194 0.1126
H 0.602 1.821 -2.629 0.0711
H -0.083 1.208 1.135 0.1067
O 1.762 -1.172 2.136 -0.0477
C 1.006 1.162 -0.678 -0.2196
H 1.776 1.640 -0.133 0.1037
C -0.871 -1.927 0.336 -0.3861
O -0.408 -3.012 0.031 -0.0034
```



A 2-piece molecular cluster, C4H11NO3 overall at a distorted geometry. Source: the Open Molecules 2025 dataset; level of theory: the ωB97M-V functional and the def2-TZVPD basis.

Properties
Net charge   0
HOMO-LUMO gap   10.180 eV
SMILES   CN(C=O)CCO.O

XYZ file:
```
19
Properties=species:S:1:pos:R:3:lowdin_charge:R:1
C 0.497 -0.090 1.897 -0.2442
H 1.470 2.883 -0.963 0.0697
O -2.354 -4.303 -2.487 -0.0920
H 1.483 2.837 0.759 0.0624
H -0.083 3.265 -0.092 0.1300
H -1.279 1.474 -1.505 0.1703
C -0.671 0.727 -0.866 -0.2869
C 0.903 2.579 -0.091 -0.0463
C 1.217 0.133 0.595 -0.1007
H -1.537 -3.790 -2.755 0.0600
H -2.284 -4.226 -1.522 0.0306
H 1.056 -0.790 0.070 0.1086
O -0.825 -0.473 -0.848 -0.0246
N 0.380 1.185 -0.138 -0.1191
H 0.987 -0.743 2.563 0.0961
H 2.292 0.426 0.695 0.1390
O -0.662 -0.903 1.635 -0.1206
H 0.193 0.829 2.426 0.1218
H -0.782 -1.019 0.628 0.0459
```



A 2-piece molecular cluster, C4H11NO3 overall at a distorted geometry. Source: the Open Molecules 2025 dataset; level of theory: the ωB97M-V functional and the def2-TZVPD basis.

Properties
Net charge   0
HOMO-LUMO gap   10.076 eV
SMILES   N[C@@H](CO)CC=O.O

XYZ file:
```
19
Properties=species:S:1:pos:R:3:lowdin_charge:R:1
O 2.105 0.851 -0.652 0.0451
H 0.020 1.784 -1.349 0.0647
H 0.965 -4.188 -0.997 0.0465
H -1.524 1.466 1.071 0.1374
H -2.604 -0.496 -0.821 0.0808
C 1.663 0.602 0.442 -0.2758
O 0.861 -3.485 -0.330 -0.0685
O -2.307 -0.780 0.050 -0.0439
H 0.470 1.195 2.135 0.1147
H 0.811 2.501 0.873 0.1231
C -0.953 -0.434 0.272 -0.2502
N -0.875 1.773 -0.868 0.0547
C -0.751 1.069 0.409 -0.3813
C 0.596 1.459 1.089 -0.0995
H 1.934 -0.330 0.974 0.1277
H -0.267 -0.821 -0.491 0.1078
H 1.152 -2.716 -0.837 0.0221
H -0.704 -0.983 1.184 0.1304
H -1.523 1.305 -1.492 0.0644
```



A 2-piece molecular cluster, C4H11NO3 overall at a distorted geometry. Source: the Open Molecules 2025 dataset; level of theory: the ωB97M-V functional and the def2-TZVPD basis.

Properties
Net charge   0
HOMO-LUMO gap   10.308 eV
SMILES   O=CNCCCO.O

XYZ file:
```
19
Properties=species:S:1:pos:R:3:lowdin_charge:R:1
H -2.394 -1.302 -1.302 0.0099
O -3.015 -0.785 -0.806 -0.0572
C 0.415 -0.308 -0.634 -0.1875
H 0.780 1.651 1.424 0.1343
H 2.118 -0.247 0.762 0.1251
C 1.199 0.460 -1.740 -0.2583
O -0.468 1.500 3.543 0.0148
C -0.224 0.542 2.842 -0.3431
H -0.629 0.020 -0.627 0.0924
N 0.373 0.757 1.622 0.0177
H -0.484 -0.494 3.071 0.1294
C 1.021 -0.234 0.768 -0.2037
H 0.414 -1.358 -0.951 0.1104
H 1.980 -0.267 -2.009 0.1228
H 0.721 -1.190 1.243 0.1126
H -0.509 0.329 -2.990 0.0904
H -3.069 -1.196 0.079 0.0541
O 0.404 0.626 -2.881 -0.0886
H 1.367 1.496 -1.416 0.1244
```



A 2-piece molecular cluster, C4H11NO3 overall at a distorted geometry. Source: the Open Molecules 2025 dataset; level of theory: the ωB97M-V functional and the def2-TZVPD basis.

Properties
Net charge   0
HOMO-LUMO gap   9.865 eV
SMILES   C[C@H](N)O.CC(=O)O

XYZ file:
```
19
Properties=species:S:1:pos:R:3:lowdin_charge:R:1
H 1.911 0.033 1.267 0.0667
C -0.611 1.551 -1.718 0.0198
N 1.279 -0.752 1.396 0.0519
H -1.986 -1.267 0.684 0.0790
H -1.560 1.061 -1.506 0.0993
H -0.623 1.950 -2.736 0.1048
H -0.714 -2.507 0.684 0.0822
C 0.012 -0.453 0.786 -0.5755
C -1.013 -1.541 1.098 -0.0644
C 0.492 0.552 -1.626 -0.5486
H -0.469 2.356 -0.998 0.0916
O 1.691 1.085 -1.377 0.1311
H -0.762 0.717 2.153 0.0906
H -1.138 -1.655 2.184 0.0723
H 0.067 -0.727 -0.485 0.1454
O 0.384 -0.670 -1.984 -0.0076
H 2.330 0.352 -1.453 0.1462
H 1.183 -0.887 2.399 0.0689
O -0.474 0.805 1.231 -0.0535
```



A 2-piece molecular cluster, C4H11NO3 overall at a distorted geometry. Source: the Open Molecules 2025 dataset; level of theory: the ωB97M-V functional and the def2-TZVPD basis.

Properties
Net charge   0
HOMO-LUMO gap   10.197 eV
SMILES   CN(C=O)CCO.O

XYZ file:
```
19
Properties=species:S:1:pos:R:3:lowdin_charge:R:1
C 0.425 -0.457 -1.613 -0.3163
H 2.274 1.656 -0.248 0.0935
H -1.103 2.726 2.425 0.0872
H -1.968 1.604 0.621 0.1233
H 0.349 0.058 1.633 0.1185
H -0.271 -3.649 -0.315 0.0382
H 2.701 -0.079 -0.626 0.0780
O -0.705 -0.770 -1.923 0.0176
O -0.862 -3.421 0.418 -0.0674
H -0.944 -0.618 0.907 0.1318
H -0.662 2.182 -0.184 0.1174
H 1.277 -0.512 -2.298 0.1348
N 0.687 0.196 -0.430 -0.1489
H -1.287 -2.603 0.128 0.0083
O -0.451 2.369 1.818 -0.0685
C 2.048 0.591 -0.099 -0.0495
C -0.213 0.231 0.709 -0.1448
H 2.208 0.556 0.989 0.0920
C -0.867 1.604 0.713 -0.2452
```



A 2-piece molecular cluster, C4H11NO3 overall at a distorted geometry. Source: the Open Molecules 2025 dataset; level of theory: the ωB97M-V functional and the def2-TZVPD basis.

Properties
⟨S²⟩   0.76
Net charge   +1
HOMO-LUMO gap (alpha / beta)   9.418 / 5.168 eV
2S+1   2

XYZ file:
```
19
Properties=species:S:1:pos:R:3:lowdin_charge:R:1
H -1.410 -1.353 0.556 0.1284
H 0.075 1.740 -0.637 0.1242
H 0.341 -0.516 -2.765 0.1748
C 0.355 1.365 -1.622 -0.1833
H 0.235 -1.949 -1.150 0.1745
H -0.257 0.178 0.728 0.0950
H 1.432 1.252 -1.647 0.1391
C -0.247 -0.049 -1.970 -0.2077
N 0.099 -0.965 -0.923 0.0898
O -2.258 -0.259 -3.223 0.2084
O 1.877 -1.254 7.004 -0.0501
C -0.448 -0.844 0.431 -0.0013
O -0.143 2.265 -2.571 -0.0141
C -1.767 0.085 -2.202 -0.1394
H -2.417 0.491 -1.408 0.1704
H 0.204 -1.473 1.049 0.1155
H 1.242 -0.991 6.331 0.0256
H 2.493 -0.533 6.905 0.0245
H 0.595 2.811 -2.886 0.1257
```



For reference, molecular weight by record: 105.1 105.1 105.1 105.1 137.2 137.2 121.1 121.1 121.1 121.1 121.1 121.1 121.1 121.1 g/mol.
For reference, energy relative to the best compared isomer or geometry (same formula, charge and spin) by record: 48.9 76.5 22.5 17.2 23.8 60.9 49.6 36.2 58.9 46.4 50.2 58.6 51.3 52.8 kcal/mol.